{"formula": "C9H14", "method": "ωB97M-V/def2-TZVPD", "symbols": ["C", "C", "C", "C", "C", "C", "C", "H", "H", "H", "H", "H", "H", "H", "H", "C", "C", "H", "H", "H", "H", "H", "H"], "xyz": [[-0.826, -2.004, 1.004], [-0.530, 0.192, 2.160], [-0.827, -0.536, 0.954], [-0.320, 1.524, 2.133], [-0.376, 2.252, 0.893], [-1.056, 0.258, -0.208], [-0.836, 1.608, -0.268], [-0.499, -0.396, 3.071], [-0.023, 2.096, 3.003], [0.058, -2.309, 1.569], [-0.798, -2.455, 0.014], [0.029, 3.256, 0.891], [-1.135, -0.224, -1.174], [-1.037, 2.139, -1.188], [-1.720, -2.392, 1.505], [1.843, -0.767, -1.917], [1.860, -1.367, -3.338], [0.880, -0.423, -1.563], [2.133, -1.567, -1.231], [2.661, -0.057, -1.850], [1.298, -2.296, -3.362], [1.402, -0.706, -4.075], [2.895, -1.488, -3.620]], "lumo_ev": [-4.486, -8.204], "e_above_lowest_ev": 0.375, "charge": 1, "multiplicity": 2}